An isolated molecule of C4H4N2. Source: OMol25; level of theory: ωB97M-V with the def2-TZVPD basis set.

- structure (SMILES) = c1cncnc1

Last columns: bonded neighbours and bond lengths (Å).
Geometry (Å):
1 C 0.25334 -0.23865 1.09042  C2 1.393, C6 1.392, H7 1.087
2 C -0.61086 -1.02691 0.33353  C1 1.393, N3 1.335, H8 1.089
3 N -0.88839 -0.77906 -0.94850  C2 1.335, C4 1.333
4 C -0.19312 0.22385 -1.48596  N3 1.333, N5 1.333, H9 1.089
5 N 0.55746 1.11516 -0.83880  C4 1.333, C6 1.334
6 C 0.70056 0.92661 0.47452  C1 1.392, N5 1.334, H10 1.093
7 H 0.51258 -0.49134 2.11518  C1 1.087
8 H -1.13639 -1.87058 0.77835  C2 1.089
9 H -0.28272 0.36525 -2.56174  C4 1.089
10 H 1.08754 1.77569 1.04300  C6 1.093

Atom charges from the Mulliken analysis, given in e for atoms 1 to 5: -0.3474 -0.0261 -0.5385 -0.0052 -0.5220

=====

An isolated molecule of C4H4N2. Source: OMol25; level of theory: ωB97M-V with the def2-TZVPD basis set.

- structure (SMILES) = c1cncnc1

Last columns: bonded neighbours and bond lengths (Å).
Geometry (Å):
1 C -1.15290 0.06328 0.14055  C2 1.382, C6 1.411, H7 1.089
2 C -0.34550 1.12792 -0.21180  C1 1.382, N3 1.318, H8 1.088
3 N 0.97152 1.09457 -0.18352  C2 1.318, C4 1.328
4 C 1.46669 -0.13276 -0.07057  N3 1.328, N5 1.334, H9 1.083
5 N 0.78748 -1.27988 -0.11682  C4 1.334, C6 1.339
6 C -0.53521 -1.20319 0.07693  C1 1.411, N5 1.339, H10 1.096
7 H -1.84768 0.65996 0.72923  C1 1.089
8 H -0.86041 2.04578 -0.48896  C2 1.088
9 H 2.54477 -0.18354 0.02422  C4 1.083
10 H -1.02710 -2.18206 0.09541  C6 1.096

Atom charges from the Mulliken analysis, given in e for atoms 1 to 5: -0.2892 -0.0027 -0.5161 0.0080 -0.5145

=====

The following gap between HOMO and LUMO values (in eV) correspond, in order, to the records above: 10.5981 10.6165.
The following relative energy (zero: lowest compared OMol25 entry of this formula, charge and spin) values (in eV) correspond, in order, to the records above: 0.102 1.273.
The following F_max values (in eV Å⁻¹) correspond, in order, to the records above: 0.6 2.7.